[1]
Formula: C25H27N3O5S
Source: the Open Molecules 2025 dataset
Level of theory: ωB97M-V with the def2-TZVPD basis set

```
61
Properties=species:S:1:pos:R:3:nbo_charge:R:1
C -2.19587 4.45985 2.46055 -0.636
C -0.87772 4.73387 1.75282 -0.073
O 0.24174 4.34720 2.55560 -0.510
C 0.57518 3.05973 2.55265 0.810
O -0.00128 2.21553 1.91481 -0.618
C 1.75110 2.76191 3.47566 -0.325
C 2.69669 3.95096 3.65894 -0.400
C 3.44813 4.23387 2.36065 -0.411
C 4.16908 2.97207 1.89212 -0.226
N 3.23000 1.87953 1.73357 -0.440
C 2.89868 1.46817 0.48641 0.671
O 3.38840 1.95623 -0.51571 -0.613
C 1.92532 0.33342 0.39290 -0.064
C 2.23500 -0.92510 0.91749 -0.244
C 1.34623 -1.96740 0.77447 -0.125
C 0.13048 -1.77072 0.12081 -0.225
C -0.82053 -2.87689 -0.02121 0.701
O -0.64180 -3.98160 0.44310 -0.587
N -1.98256 -2.57379 -0.72976 -0.445
C -2.88210 -3.67118 -1.04283 -0.250
C -2.97073 -3.96105 -2.51981 -0.085
C -4.18637 -4.33808 -3.06500 -0.169
C -4.30804 -4.64639 -4.40840 -0.236
C -3.19660 -4.56942 -5.22429 -0.193
C -1.97148 -4.19114 -4.70250 -0.316
C -1.84354 -3.88820 -3.35260 0.374
O -0.66805 -3.50424 -2.76610 -0.534
C 0.49790 -3.44887 -3.54830 -0.249
C -2.28386 -1.34003 -1.22530 0.292
S -3.69846 -0.99095 -1.99398 -0.201
N -1.37078 -0.34770 -1.04917 -0.580
C -0.16839 -0.51387 -0.41646 0.274
C 0.74393 0.53155 -0.29548 -0.214
C 2.51818 1.53998 2.94101 -0.215
H -3.01744 4.82456 1.85106 0.221
H -2.21785 4.96299 3.42420 0.211
H -2.32079 3.39094 2.61533 0.225
H -0.83632 4.18898 0.80424 0.195
H -0.73861 5.80200 1.57522 0.193
H 1.30711 2.49415 4.44206 0.242
H 3.41320 3.70693 4.44707 0.204
H 2.13356 4.83038 3.97048 0.230
H 2.74530 4.55134 1.58886 0.209
H 4.17245 5.03486 2.51115 0.218
H 4.92444 2.67491 2.62839 0.187
H 4.65001 3.13408 0.92616 0.250
H 3.17557 -1.07469 1.42592 0.222
H 1.55931 -2.94999 1.16668 0.241
H -2.48427 -4.54234 -0.51209 0.261
H -3.87864 -3.43510 -0.65924 0.232
H -5.05347 -4.38286 -2.42311 0.211
H -5.26541 -4.93588 -4.81291 0.213
H -3.27425 -4.79940 -6.27646 0.212
H -1.11738 -4.13419 -5.35854 0.218
H 1.29206 -3.14800 -2.86549 0.202
H 0.41075 -2.70734 -4.34942 0.178
H 0.74183 -4.42538 -3.97786 0.179
H -1.62431 0.56007 -1.41689 0.431
H 0.52095 1.49762 -0.71993 0.227
H 3.24104 1.21129 3.69679 0.199
H 1.81330 0.73286 2.74166 0.249
```

Largest force on an atom (eV/A): 0.78
Net charge: 0
SMILES string: CCOC(=O)[C@@H]1CCCN(C(=O)c2ccc3c(=O)n(Cc4ccccc4OC)c(=S)[nH]c3c2)C1
Electronic energy (hartree): -1907.60447
Energy relative to the best compared isomer or geometry (same formula, charge and spin) (eV): 0.029
Orbital gap (eV): 8.282

***

[2]
Formula: C25H27N3O5S
Source: the Open Molecules 2025 dataset
Level of theory: ωB97M-V with the def2-TZVPD basis set

```
61
Properties=species:S:1:pos:R:3:nbo_charge:R:1
O 0.55143 3.94510 -1.07913 -0.633
C 0.31953 3.16268 -0.17991 0.668
C 1.42446 2.31791 0.48187 -0.311
N 1.35502 0.94110 0.01866 -0.425
C 2.14919 0.60475 -1.13949 -0.234
C 3.52422 0.06352 -0.80872 -0.042
C 4.34926 -0.33128 -1.85224 -0.213
C 5.62912 -0.83174 -1.63291 -0.242
C 6.04946 -0.92153 -0.32812 0.214
C 5.22472 -0.52900 0.72650 0.311
C 3.96080 -0.03495 0.51450 -0.307
O 5.87835 -0.72284 1.91203 -0.487
C 7.14726 -1.24235 1.57372 0.236
O 7.24201 -1.37076 0.17103 -0.475
C 0.56095 0.08216 0.68547 0.683
O -0.16804 0.45059 1.59378 -0.643
C 0.61625 -1.37805 0.27676 -0.622
S -0.30981 -1.67583 -1.27361 0.295
C -1.88720 -1.90791 -0.60868 0.349
N -2.18013 -2.02817 0.64105 -0.487
C -3.54931 -2.17417 0.65938 0.052
C -4.44263 -2.32177 1.70977 -0.199
C -5.78050 -2.43251 1.38433 -0.218
C -6.22312 -2.40059 0.06283 -0.212
C -5.34544 -2.25494 -0.99761 -0.268
C -4.00968 -2.14175 -0.67250 0.291
O -2.92102 -1.97399 -1.47872 -0.434
N -0.88710 2.91817 0.34379 -0.640
C -2.10891 3.50675 -0.16574 -0.055
C -3.11676 3.67722 0.97185 -0.402
C -3.64648 2.33345 1.47168 -0.405
C -4.25368 1.53384 0.32336 -0.400
C -3.20859 1.31505 -0.76540 -0.414
C -2.70281 2.65313 -1.29361 -0.395
H 2.40012 2.72985 0.22323 0.227
H 1.29057 2.32944 1.56665 0.235
H 1.61446 -0.11948 -1.76146 0.218
H 2.25464 1.51627 -1.73666 0.240
H 3.98798 -0.24680 -2.86548 0.215
H 6.26494 -1.13557 -2.44671 0.231
H 3.34177 0.26031 1.34501 0.232
H 7.93318 -0.56035 1.93600 0.159
H 7.27865 -2.22948 2.04456 0.160
H 0.12158 -1.97036 1.04565 0.293
H 1.63575 -1.71751 0.10368 0.251
H -4.09499 -2.34148 2.72909 0.228
H -6.50755 -2.54571 2.17436 0.217
H -7.27934 -2.48979 -0.13990 0.218
H -5.68042 -2.22718 -2.02152 0.229
H -0.97085 2.17761 1.03104 0.433
H -1.82925 4.48531 -0.57409 0.226
H -2.64699 4.22305 1.79247 0.213
H -3.95130 4.27699 0.60321 0.205
H -2.84123 1.75081 1.92421 0.200
H -4.39866 2.50712 2.24386 0.210
H -4.61852 0.57241 0.69182 0.213
H -5.10447 2.07771 -0.09481 0.191
H -2.37294 0.74825 -0.34859 0.196
H -3.63443 0.73465 -1.58693 0.210
H -3.53008 3.20150 -1.74835 0.200
H -1.93986 2.49768 -2.05893 0.215
```

Largest force on an atom (eV/A): 1.28
Net charge: 0
SMILES string: O=C(CN(Cc1ccc2c(c1)OCO2)C(=O)CSc1nc2ccccc2o1)NC1CCCCC1
Electronic energy (hartree): -1907.56267
Energy relative to the best compared isomer or geometry (same formula, charge and spin) (eV): 1.166
Orbital gap (eV): 8.877

***

[3]
Formula: C25H27N4PdSSi
Source: the Open Molecules 2025 dataset
Level of theory: ωB97M-V with the def2-TZVPD basis set

```
59
Properties=species:S:1:pos:R:3:lowdin_charge:R:1
Pd -0.00484 0.68988 -1.54726 0.727
C 2.95162 -1.25468 -1.81942 -0.097
C 3.17700 0.21219 -1.60721 -0.327
C 4.47355 0.67113 -1.54482 -0.075
C 4.71762 2.05005 -1.44271 -0.099
C 3.65955 2.90507 -1.45115 -0.045
C 2.33815 2.39651 -1.48242 -0.218
N 2.10724 1.04123 -1.51088 0.038
C 1.19420 3.23253 -1.54068 -0.272
C 1.19897 4.57608 -1.24812 -0.063
C 0.00545 5.30478 -1.18565 -0.122
C -1.19126 4.58127 -1.24828 -0.063
C -1.19232 3.23785 -1.54087 -0.272
N -0.00046 2.59966 -1.97372 -0.071
C -2.34005 2.40682 -1.48283 -0.218
C -3.65929 2.92090 -1.45204 -0.045
C -4.72088 2.07056 -1.44369 -0.099
C -4.48292 0.69049 -1.54527 -0.075
C -3.18826 0.22604 -1.60712 -0.327
C -2.96871 -1.24177 -1.81844 -0.097
N -2.11507 1.05062 -1.51092 0.038
H 3.87642 -1.71325 -2.17194 0.068
H 2.15955 -1.42134 -2.54814 0.054
H 2.63196 -1.74558 -0.90281 0.032
H 5.28578 -0.04084 -1.59417 0.092
H 5.73197 2.42865 -1.39767 0.094
H 3.81376 3.97412 -1.45016 0.094
H 2.13117 5.06367 -0.99289 0.093
H 0.00772 6.35514 -0.92959 0.071
H -2.12138 5.07285 -0.99303 0.093
H -3.80898 3.99065 -1.45143 0.094
H -5.73360 2.45365 -1.39905 0.094
H -5.29820 -0.01797 -1.59445 0.092
H -3.89537 -1.69712 -2.17022 0.068
H -2.65037 -1.73320 -0.90167 0.032
H -2.17765 -1.41185 -2.54751 0.054
C 1.52809 -4.19992 3.17568 -0.184
Si 0.00394 -3.66321 2.21998 0.491
C 0.00522 -4.60885 0.61648 -0.223
C -1.51906 -4.20235 3.17601 -0.184
C 0.00265 -1.78686 2.20427 -0.266
C 0.00651 -1.18341 3.45505 -0.126
C 0.00617 0.19965 3.59381 -0.096
C 0.00197 0.94345 2.42792 -0.162
N -0.00219 0.41017 1.21199 0.012
C -0.00223 -0.92450 1.07589 -0.695
S -0.00896 -1.52275 -0.56895 0.602
H 1.55005 -5.28416 3.31745 0.024
H 1.57923 -3.72694 4.15882 0.020
H 2.42626 -3.91228 2.62284 0.032
H 0.00689 -5.67603 0.86210 0.027
H 0.88258 -4.37938 0.01128 0.015
H -0.87269 -4.38194 0.01117 0.015
H -1.53932 -5.28660 3.31789 0.024
H -2.41790 -3.91604 2.62358 0.032
H -1.57025 -3.72921 4.15908 0.020
H 0.00997 -1.80160 4.34970 0.090
H 0.00918 0.67844 4.56390 0.086
H 0.00183 2.02954 2.46233 0.102
```

Largest force on an atom (eV/A): 0.36
Net charge: -1
Electronic energy (hartree): -2003.53647
Orbital gap (eV): 4.460

***

[4]
Formula: C25H27N5O2
Source: the Open Molecules 2025 dataset
Level of theory: ωB97M-V with the def2-TZVPD basis set

```
59
Properties=species:S:1:pos:R:3:nbo_charge:R:1
C 1.75747 1.74486 -1.09880 -0.437
N 2.04587 1.46403 0.28612 -0.402
C 3.27289 0.72178 0.53815 -0.244
C 3.12934 -0.72480 0.13870 -0.046
C 2.56750 -1.63316 1.02716 -0.164
C 2.39139 -2.95520 0.65919 -0.233
C 2.77985 -3.38466 -0.59869 -0.216
C 3.34402 -2.48687 -1.48803 -0.206
C 3.51319 -1.16298 -1.12168 -0.212
C 1.19813 1.65816 1.31547 0.655
O 1.45791 1.27011 2.45169 -0.657
C -0.08961 2.35263 1.06900 0.034
N -0.28776 3.33917 0.16003 -0.469
C -1.53542 3.73375 0.30717 0.307
C -2.25861 4.72133 -0.37796 -0.200
C -3.56237 4.94139 -0.03837 -0.208
C -4.16804 4.18605 0.99039 -0.258
C -3.46360 3.22894 1.65102 0.012
N -2.16940 3.00278 1.31440 -0.313
C -1.24340 2.12802 1.80827 0.114
C -1.57073 1.14867 2.88496 -0.279
N -2.43992 0.05109 2.46163 -0.622
C -1.78475 -1.18467 2.09737 -0.209
C -0.81378 -1.13989 0.90665 -0.462
C -1.49550 -0.74429 -0.40197 -0.065
O -0.59911 -0.71720 -1.49634 -0.494
C -0.20750 -1.87851 -2.07676 0.274
C -0.61708 -3.16061 -1.72445 -0.264
C -0.12406 -4.23635 -2.44673 -0.237
C 0.75203 -4.00135 -3.49085 -0.009
N 1.13976 -2.78369 -3.83867 -0.403
C 0.67845 -1.76037 -3.15670 0.000
H 2.66471 2.10856 -1.58298 0.192
H 0.98979 2.51025 -1.16614 0.260
H 1.41935 0.83911 -1.60991 0.205
H 4.08260 1.19726 -0.02300 0.200
H 3.47638 0.79560 1.60921 0.248
H 2.27237 -1.29526 2.00974 0.219
H 1.95752 -3.65539 1.35925 0.210
H 2.64586 -4.41744 -0.88552 0.215
H 3.64646 -2.81633 -2.47050 0.223
H 3.95668 -0.46784 -1.82021 0.209
H -1.75720 5.27715 -1.15224 0.236
H -4.14169 5.69401 -0.54913 0.222
H -5.19624 4.36827 1.25688 0.228
H -3.87959 2.62894 2.44584 0.222
H -2.08412 1.67743 3.69990 0.199
H -0.64008 0.74198 3.28115 0.260
H -3.06527 0.35385 1.72244 0.346
H -2.57648 -1.91364 1.89514 0.191
H -1.22966 -1.52431 2.97624 0.199
H -0.35319 -2.12283 0.79586 0.219
H -0.01429 -0.42993 1.11222 0.221
H -1.86395 0.28475 -0.34280 0.194
H -2.34686 -1.40477 -0.61656 0.169
H -1.30615 -3.33528 -0.91236 0.219
H -0.42464 -5.24175 -2.19385 0.219
H 1.16142 -4.81060 -4.07942 0.192
H 1.00912 -0.77994 -3.47061 0.197
```

Largest force on an atom (eV/A): 1.00
Net charge: 0
SMILES string: CN(Cc1ccccc1)C(=O)c1nc2ccccn2c1CNCCCOc1cccnc1
Electronic energy (hartree): -1393.12837
Energy relative to the best compared isomer or geometry (same formula, charge and spin) (eV): 2.501
Orbital gap (eV): 8.605

***

Which value of net charge does entry 3 give? -1

***

Which value of net charge does entry 4 give? 0

***

Copy entry 3 word for word.
Formula: C25H27N4PdSSi
Source: the Open Molecules 2025 dataset
Level of theory: ωB97M-V with the def2-TZVPD basis set

```
59
Properties=species:S:1:pos:R:3:lowdin_charge:R:1
Pd -0.00484 0.68988 -1.54726 0.727
C 2.95162 -1.25468 -1.81942 -0.097
C 3.17700 0.21219 -1.60721 -0.327
C 4.47355 0.67113 -1.54482 -0.075
C 4.71762 2.05005 -1.44271 -0.099
C 3.65955 2.90507 -1.45115 -0.045
C 2.33815 2.39651 -1.48242 -0.218
N 2.10724 1.04123 -1.51088 0.038
C 1.19420 3.23253 -1.54068 -0.272
C 1.19897 4.57608 -1.24812 -0.063
C 0.00545 5.30478 -1.18565 -0.122
C -1.19126 4.58127 -1.24828 -0.063
C -1.19232 3.23785 -1.54087 -0.272
N -0.00046 2.59966 -1.97372 -0.071
C -2.34005 2.40682 -1.48283 -0.218
C -3.65929 2.92090 -1.45204 -0.045
C -4.72088 2.07056 -1.44369 -0.099
C -4.48292 0.69049 -1.54527 -0.075
C -3.18826 0.22604 -1.60712 -0.327
C -2.96871 -1.24177 -1.81844 -0.097
N -2.11507 1.05062 -1.51092 0.038
H 3.87642 -1.71325 -2.17194 0.068
H 2.15955 -1.42134 -2.54814 0.054
H 2.63196 -1.74558 -0.90281 0.032
H 5.28578 -0.04084 -1.59417 0.092
H 5.73197 2.42865 -1.39767 0.094
H 3.81376 3.97412 -1.45016 0.094
H 2.13117 5.06367 -0.99289 0.093
H 0.00772 6.35514 -0.92959 0.071
H -2.12138 5.07285 -0.99303 0.093
H -3.80898 3.99065 -1.45143 0.094
H -5.73360 2.45365 -1.39905 0.094
H -5.29820 -0.01797 -1.59445 0.092
H -3.89537 -1.69712 -2.17022 0.068
H -2.65037 -1.73320 -0.90167 0.032
H -2.17765 -1.41185 -2.54751 0.054
C 1.52809 -4.19992 3.17568 -0.184
Si 0.00394 -3.66321 2.21998 0.491
C 0.00522 -4.60885 0.61648 -0.223
C -1.51906 -4.20235 3.17601 -0.184
C 0.00265 -1.78686 2.20427 -0.266
C 0.00651 -1.18341 3.45505 -0.126
C 0.00617 0.19965 3.59381 -0.096
C 0.00197 0.94345 2.42792 -0.162
N -0.00219 0.41017 1.21199 0.012
C -0.00223 -0.92450 1.07589 -0.695
S -0.00896 -1.52275 -0.56895 0.602
H 1.55005 -5.28416 3.31745 0.024
H 1.57923 -3.72694 4.15882 0.020
H 2.42626 -3.91228 2.62284 0.032
H 0.00689 -5.67603 0.86210 0.027
H 0.88258 -4.37938 0.01128 0.015
H -0.87269 -4.38194 0.01117 0.015
H -1.53932 -5.28660 3.31789 0.024
H -2.41790 -3.91604 2.62358 0.032
H -1.57025 -3.72921 4.15908 0.020
H 0.00997 -1.80160 4.34970 0.090
H 0.00918 0.67844 4.56390 0.086
H 0.00183 2.02954 2.46233 0.102
```

Largest force on an atom (eV/A): 0.36
Net charge: -1
Electronic energy (hartree): -2003.53647
Orbital gap (eV): 4.460